{
  "formula": "C3H8N2O2",
  "method": "ωB97M-V/def2-TZVPD",
  "symbols": ["C", "C", "C", "H", "H", "H", "H", "H", "H", "H", "H", "N", "N", "O", "O"],
  "coordinates": [[-2.0268, -0.1916, 0.2258], [-1.0583, -0.7611, -0.6838], [1.0424, 0.0001, -0.1714], [-0.3909, 1.3274, -0.0907], [-1.2049, 1.0463, 1.9478], [-2.6709, -0.7256, 1.1292], [-2.8214, 0.1818, -0.5496], [-0.7072, -0.0813, -1.5346], [-1.4666, -1.5545, -1.0169], [2.1548, -0.7485, 1.7223], [2.9043, 0.5425, 0.5431], [-1.4199, 1.1237, 0.6026], [2.2238, -0.2812, 0.6407], [0.2392, -0.9457, 0.1009], [1.1149, 0.9245, -0.9855]],
  "atomic_forces_ev_per_a": [[-3.0, 3.8, 0.3], [4.2, 4.1, 1.6], [6.4, 0.3, 2.0], [-4.0, -0.5, 3.3], [-0.2, 0.5, -5.6], [2.3, 0.9, -2.5], [0.5, -1.1, 1.4], [-1.2, -0.8, 1.2], [-1.5, -6.5, -2.6], [-0.1, 2.0, -4.4], [-1.4, -1.9, 0.6], [2.7, 0.6, 3.9], [0.3, 1.2, 2.2], [-4.0, -1.4, -1.9], [-1.2, -1.2, 0.6]],
  "nbo_charge": [-0.27, -0.10, 0.90, 0.41, 0.34, 0.23, 0.20, 0.23, 0.19, 0.41, 0.40, -0.90, -0.89, -0.48, -0.66],
  "spin_multiplicity": 1,
  "molar_mass_da": 104.11,
  "homo_lumo_gap_ev": 9.4,
  "total_energy_ev": -10311.2473,
  "charge": 0
}



{
  "formula": "C2H12O3",
  "method": "ωB97M-V/def2-TZVPD",
  "symbols": ["C", "C", "H", "H", "H", "H", "H", "H", "H", "H", "O", "H", "H", "O", "H", "H", "O"],
  "coordinates": [[0.2471, 0.9777, -1.2948], [-0.8964, 0.0454, -1.7912], [1.0381, 1.2813, -2.0164], [-0.1810, 1.8748, -0.8703], [1.0173, 0.4872, -0.6367], [-1.4530, 0.5674, -2.6118], [-1.5510, -0.2268, -1.0446], [-0.4983, -0.7903, -2.2347], [-1.2418, -1.0029, 2.8439], [-0.7090, -1.2837, 1.3795], [-1.0375, -0.5843, 1.9722], [0.8111, -2.0599, -0.3220], [1.6675, -2.1984, 0.9298], [0.7362, -2.1903, 0.6205], [-0.0227, 1.3317, 1.6547], [1.3752, 1.8366, 2.0546], [0.6985, 1.9345, 1.3672]],
  "atomic_forces_ev_per_a": [[1.3, -0.9, -0.3], [1.4, 3.4, -1.7], [-1.2, 0.1, -0.7], [0.3, 0.0, 0.4], [-1.6, 0.3, 0.3], [0.2, -0.4, 0.8], [-1.4, -0.5, 1.8], [0.9, -2.3, -1.0], [0.3, 0.4, -1.3], [0.2, 0.2, 0.5], [-0.5, -0.3, 1.0], [-0.1, 0.1, -0.5], [-0.9, 0.1, -0.1], [1.0, -0.3, 0.4], [0.6, 0.2, -0.3], [-0.3, 0.1, -0.2], [-0.2, -0.3, 0.9]],
  "nbo_charge": [-0.61, -0.61, 0.20, 0.22, 0.20, 0.20, 0.21, 0.18, 0.47, 0.50, -0.99, 0.48, 0.49, -0.95, 0.50, 0.46, -0.96],
  "spin_multiplicity": 1,
  "molar_mass_da": 84.11,
  "homo_lumo_gap_ev": 11.0,
  "total_energy_ev": -8410.6820,
  "charge": 0
}